Record 1
The following is a quantum chemistry calculation of 2 unconnected molecules or ions with the total composition C12H23BFO5 at a distorted geometry, from the OMol25 dataset.

Structure (ORCA input):
```
! wB97M-V def2-TZVPD RIJCOSX def2/J DEFGRID3
* xyz -1 1
F -3.60 1.55 -0.22
O 6.45 -3.12 -1.43
O 1.90 0.41 1.12
O 8.00 -3.75 -2.99
O 6.08 -2.65 -3.61
O 2.15 -0.68 -1.02
C 2.12 1.83 0.74
C 3.51 2.47 1.33
C 6.94 -3.22 -2.70
C -6.48 2.69 0.22
C 4.88 -2.36 -2.91
C 1.31 -0.32 -0.01
C 5.33 -2.26 -1.49
C -1.20 -0.48 1.15
C -2.73 -1.05 0.92
C -4.37 1.19 0.99
C -0.28 -0.71 -0.20
C -5.97 1.14 0.53
B -3.90 -0.21 1.72
H -4.82 -0.97 1.85
H 2.13 1.95 -0.45
H -6.07 0.53 -0.49
H -7.65 2.75 0.16
H 4.44 -1.44 -3.28
H -0.72 -1.12 2.04
H 4.09 1.65 1.97
H -6.14 3.33 1.16
H -1.22 0.63 1.53
H -0.79 -0.18 -1.13
H -3.51 0.00 2.83
H -5.94 3.15 -0.74
H 4.18 -3.19 -3.07
H -4.24 2.06 1.80
H 5.65 -1.24 -1.23
H -0.30 -1.89 -0.40
H -6.67 0.72 1.37
H -2.74 -2.15 1.39
H -2.97 -1.22 -0.23
H 3.25 3.42 2.01
H 4.55 -2.58 -0.79
H 1.18 2.44 1.13
H 4.18 2.87 0.44
*
```

Summary:
Gap between HOMO and LUMO, eV: 7.60
Calculated total energy, eV: -26444.340
Max |F|, eV/A: 8.052

Atom charges from the Mulliken analysis, given in e for atoms 1 to 5: -0.4000 -0.3249 -0.3277 -0.5588 -0.3284

Record 2
The following is a quantum chemistry calculation of a single C25H44N14O7 molecule, from the OMol25 dataset.

Structure (ORCA input):
```
! wB97M-V def2-TZVPD RIJCOSX def2/J DEFGRID3
* xyz 0 1
O 0.84 -3.89 -1.34
O -2.44 0.00 0.74
O 1.17 1.13 -2.16
O 2.19 0.62 0.67
O 3.94 -2.07 1.92
O -5.93 -3.49 0.36
O -1.31 2.84 2.26
N -5.01 0.49 -1.16
N 1.23 4.09 2.75
N -4.21 2.53 -0.55
N -3.04 1.31 -2.16
N -4.29 -1.89 0.47
N 4.85 2.12 -0.21
N -0.98 0.02 -0.97
N 2.99 -1.33 -1.68
N 1.20 -1.33 0.37
N -6.47 -1.27 0.49
N 1.20 2.83 -0.71
N 2.87 -3.49 0.54
N -1.10 -2.83 -1.06
N -0.24 0.92 2.49
C 4.89 0.97 -2.49
C 3.84 -2.60 0.84
C 0.60 -2.60 0.69
C 1.66 -3.54 1.33
C 4.25 -1.02 -1.02
C -3.27 -2.59 -0.07
C -5.63 -2.32 0.42
C -3.14 3.49 -0.38
C 0.60 1.79 -1.30
C 1.46 -0.25 1.12
C -2.27 3.51 -1.64
C 5.29 -0.42 -1.98
C -2.06 -2.05 -0.37
C -1.84 2.09 -2.01
C 4.78 -2.29 -0.32
C -0.85 1.46 -0.95
C 0.81 -0.10 2.50
C 0.79 3.64 0.41
C -4.09 1.39 -1.26
C 5.33 2.13 -1.58
C 1.01 3.00 1.80
C -1.83 -0.61 -0.13
C -0.25 2.23 2.19
C 1.90 0.15 3.54
C 0.13 -3.19 -0.65
H -1.40 -3.30 -1.91
H 4.01 -0.29 -0.25
H 3.86 1.87 -0.16
H -6.14 -0.38 0.10
H 2.59 -0.49 -2.10
H 0.30 -1.04 2.76
H -1.13 1.79 0.04
H 1.47 0.19 4.53
H -1.18 0.57 2.64
H 5.77 -2.09 0.08
H 1.82 -1.37 -0.48
H 5.42 -1.10 -2.83
H -2.94 0.41 -2.61
H -4.90 2.50 0.18
H -0.42 -0.47 -1.65
H 2.63 -0.66 3.48
H 2.42 1.08 3.34
H 3.80 1.02 -2.62
H 1.90 2.38 1.77
H -3.50 -3.62 -0.32
H 1.27 -4.56 1.37
H 6.26 -0.35 -1.47
H 2.74 -3.79 -0.41
H 5.34 1.13 -3.47
H -2.55 3.27 0.52
H 1.90 -3.19 2.33
H 6.42 2.17 -1.54
H 5.35 1.43 0.34
H 1.48 3.73 3.66
H -3.60 4.48 -0.24
H -0.27 -2.49 1.36
H 1.39 4.55 0.39
H -0.26 3.92 0.32
H 2.19 2.89 -0.93
H -4.11 -0.91 0.66
H 4.98 3.06 -2.04
H -1.33 2.09 -2.98
H 0.36 4.61 2.86
H -4.89 -0.27 -1.82
H -2.86 3.90 -2.47
H 4.83 -3.12 -1.02
H -7.45 -1.48 0.38
H 3.12 -2.02 -2.42
H -1.40 4.15 -1.50
*
```

Summary:
Gap between HOMO and LUMO, eV: 8.98
Calculated total energy, eV: -61838.780
Max |F|, eV/A: 0.860
Relative energy (zero: lowest compared OMol25 entry of this formula, charge and spin), kJ/mol: 44.9

Atom charges from the Mulliken analysis, given in e for atoms 1 to 5: -0.7198 -0.9614 -0.8662 -0.1599 -0.6443

Record 3
The following is a quantum chemistry calculation of a molecular structure, C28H20N5O4OsS2 at a distorted geometry, from the OMol25 dataset.

Structure (ORCA input):
```
! wB97M-V def2-TZVPD RIJCOSX def2/J DEFGRID3
* xyz 1 1
Os -0.79 -1.27 0.06
S 2.86 -4.10 0.77
S -1.45 -0.58 4.56
O -1.12 0.28 -1.43
O -2.53 0.87 -3.06
O -1.20 -2.99 1.14
O -2.83 -4.49 1.45
N 1.31 -4.26 -1.45
N 1.20 -2.36 -0.07
N -1.26 -0.41 2.02
N -3.49 -0.46 2.77
N -2.49 -1.77 -0.71
C -3.10 -2.88 -0.26
C 1.66 2.86 2.20
C 3.38 3.30 0.59
C 3.39 4.44 2.70
C 2.22 2.62 0.95
C 1.68 -3.54 -0.36
C 2.24 3.77 3.07
C 2.64 -2.65 1.71
C 1.43 1.90 -1.39
C 1.38 0.85 -2.32
C -2.16 0.08 -2.07
C -4.16 -1.48 -2.39
C 1.24 1.11 -3.67
C -2.15 -0.50 2.98
C 0.14 -0.57 3.86
C 1.30 0.45 0.62
C 3.96 4.21 1.46
C 1.08 -0.56 1.45
C -2.35 -3.55 0.88
C -3.00 -1.06 -1.75
C -4.80 -2.63 -1.94
C 1.59 1.61 0.05
C 1.73 -1.87 1.12
C 1.15 2.42 -4.12
C 1.35 3.21 -1.86
C 0.03 -0.48 2.52
C -4.26 -3.33 -0.85
C 1.21 3.47 -3.21
H -4.55 -0.91 -3.22
H 3.85 3.09 -0.37
H 4.87 4.73 1.17
H 0.75 2.34 2.48
H 3.85 5.15 3.38
H 1.04 2.63 -5.18
H 1.02 -0.64 4.47
H 1.15 4.49 -3.56
H -5.69 -2.98 -2.42
H 1.48 -0.17 -1.97
H -4.72 -4.23 -0.46
H -3.80 -0.55 1.82
H 1.22 0.29 -4.38
H 0.53 -3.93 -1.99
H 1.79 3.95 4.04
H 1.62 -5.20 -1.56
H 1.36 4.03 -1.16
H 3.18 -2.49 2.62
H -1.87 1.56 -3.18
H -4.10 -0.82 3.48
*
```

Summary:
Gap between HOMO and LUMO (spin up / spin down), eV: 6.76 / 6.76
Calculated total energy, eV: -69132.553
Max |F|, eV/A: 1.969

Atom charges from the Mulliken analysis, given in e for atoms 1 to 5: 1.3478 -0.2085 -0.2263 -0.6295 -0.5242

> Which of these has the highest max |F|?

C12H23BFO5